The following is a quantum chemistry calculation of a cluster of 2 separate species, C3H8OS2 in total, from the Open Molecules 2025 dataset.

## Properties
E_LUMO, eV: 0.6
Net charge: 0
Largest force on an atom, eV Å⁻¹: 1.1
Frontier orbital gap, eV: 9.53
Energy relative to the best compared isomer or geometry (same formula, charge and spin), kcal/mol: 12.4

Last column: Löwdin charge in e.
Geometry (Å):
C  -1.0717  -1.4429  -2.7518  -0.0571
C  -0.5241  -0.2966  -1.9476  -0.3402
O  0.5700  0.1504  -2.1179  0.0433
H  -1.3323  -1.0120  -3.7267  0.0871
H  -0.2672  -2.1680  -2.8794  0.0832
H  -1.9945  -1.9023  -2.4168  0.0674
H  -1.2216  0.1949  -1.2301  0.1153
C  0.2662  1.6062  2.7281  -0.5207
S  1.7416  1.4616  1.7223  0.3515
S  2.4356  -0.4065  2.2668  0.2987
H  0.5008  1.4677  3.7825  0.0265
H  -0.1665  2.5850  2.5731  0.0236
H  -0.5166  0.8881  2.4716  0.0294
H  1.5802  -1.1255  1.5257  -0.2081